Record 1
The following is a DFT calculation (wB97M-V/def2-TZVPD) of the ion C4H7N2 with charge +1.

Computed properties:
Energy relative to the best compared isomer or geometry (same formula, charge and spin), eV: 2.276
HOMO energy, eV: -14.574
M, g mol⁻¹: 83.1
Structure (SMILES): C1=[NH+][C@@H]2C[C@@H]2N1
Lowest unoccupied orbital energy, eV: -4.5
Gap between HOMO and LUMO, eV: 10.1

```
! wB97M-V def2-TZVPD RIJCOSX def2/J DEFGRID3
* xyz 1 1
C 1.517 -0.007 0.184
N 0.816 1.139 -0.040
C -0.519 0.749 -0.421
C -1.336 -0.039 0.509
C -0.478 -0.716 -0.492
N 0.776 -1.097 -0.091
H 2.576 -0.117 0.402
H 1.014 2.077 -0.271
H -1.018 1.439 -1.137
H -2.373 -0.199 0.388
H -0.933 -0.027 1.591
H -0.999 -1.337 -1.133
H 0.959 -1.865 0.512
*
```

***

Record 2
The following is a DFT calculation (wB97M-V/def2-TZVPD) of a cluster of 4 separate species, C10H22Br6O in total.

Computed properties:
Energy relative to the best compared isomer or geometry (same formula, charge and spin), eV: 0.000
HOMO energy, eV: -9.943
M, g mol⁻¹: 637.7
Structure (SMILES): BrCCBr.BrCCBr.BrCCBr.CCOCC
Lowest unoccupied orbital energy, eV: 0.4
Gap between HOMO and LUMO, eV: 10.4

```
! wB97M-V def2-TZVPD RIJCOSX def2/J DEFGRID3
* xyz 0 1
Br 21.493 13.782 -2.763
C 22.757 15.264 -2.746
C 24.137 14.825 -2.335
Br 24.221 14.195 -0.514
H 22.323 16.020 -2.099
H 22.763 15.643 -3.767
H 24.834 15.655 -2.412
H 24.476 14.005 -2.961
Br 19.182 12.941 -7.283
C 20.814 13.047 -6.254
C 22.005 13.064 -7.182
Br 23.581 13.545 -6.147
H 20.818 12.196 -5.582
H 20.740 13.962 -5.677
H 21.888 13.804 -7.966
H 22.210 12.096 -7.627
Br 19.125 16.198 -4.962
C 18.230 15.724 -3.334
C 17.582 14.367 -3.413
Br 16.063 14.326 -4.616
H 17.531 16.512 -3.071
H 18.983 15.677 -2.545
H 17.193 14.090 -2.435
H 18.278 13.608 -3.757
C 22.554 12.768 -10.853
C 23.293 11.444 -10.800
O 23.340 11.029 -9.447
C 24.118 9.866 -9.258
C 23.984 9.433 -7.809
H 21.509 12.611 -10.580
H 23.007 13.462 -10.146
H 22.580 13.186 -11.858
H 22.749 10.701 -11.393
H 24.313 11.565 -11.180
H 23.752 9.072 -9.922
H 25.165 10.086 -9.499
H 24.362 10.211 -7.143
H 24.578 8.535 -7.635
H 22.941 9.245 -7.557
*
```

***

Record 3
The following is a DFT calculation (wB97M-V/def2-TZVPD) of the ion C2H6NS with charge +1.

Computed properties:
Energy relative to the best compared isomer or geometry (same formula, charge and spin), eV: 1.329
HOMO energy, eV: -14.074
M, g mol⁻¹: 76.1
Structure (SMILES): C1[NH2+]CS1
Lowest unoccupied orbital energy, eV: -4.8
Gap between HOMO and LUMO, eV: 9.3

```
! wB97M-V def2-TZVPD RIJCOSX def2/J DEFGRID3
* xyz 1 1
C 0.424 -1.049 -0.074
N -0.133 0.044 0.705
C -0.357 1.083 -0.431
S -0.225 -0.552 -1.796
H 1.447 -1.004 -0.015
H 0.007 -2.026 0.078
H -0.986 -0.337 1.235
H 0.540 0.518 1.445
H -1.298 1.658 -0.495
H 0.580 1.665 -0.652
*
```

***

Record 4
The following is a DFT calculation (wB97M-V/def2-TZVPD) of the molecule C3H5N3.

Computed properties:
Energy relative to the best compared isomer or geometry (same formula, charge and spin), eV: 1.703
HOMO energy, eV: -7.332
M, g mol⁻¹: 83.1
Structure (SMILES): Nc1ncc[nH]1
Lowest unoccupied orbital energy, eV: 0.7
Gap between HOMO and LUMO, eV: 8.0

```
! wB97M-V def2-TZVPD RIJCOSX def2/J DEFGRID3
* xyz 0 1
N -1.961 -0.558 -0.065
C -0.714 -0.209 -0.077
N 0.438 -1.304 0.096
C 1.503 -0.530 -0.008
C 1.342 0.819 -0.104
N -0.074 0.921 -0.223
H -2.025 -1.559 0.213
H -2.452 0.065 0.515
H 2.512 -0.939 0.179
H 2.093 1.561 -0.191
H -0.662 1.733 -0.334
*
```

***

Record 5
The following is a DFT calculation (wB97M-V/def2-TZVPD) of the molecule C4H10NOPS.

Computed properties:
Energy relative to the best compared isomer or geometry (same formula, charge and spin), eV: 0.000
HOMO energy, eV: -8.850
M, g mol⁻¹: 151.2
Structure (SMILES): CC[P@@]1(=S)NCCO1
Lowest unoccupied orbital energy, eV: 0.8
Gap between HOMO and LUMO, eV: 9.7

```
! wB97M-V def2-TZVPD RIJCOSX def2/J DEFGRID3
* xyz 0 1
C -1.780 0.414 -1.965
C -0.663 0.969 -1.029
P 0.884 0.007 -0.843
S 2.068 -0.346 -2.368
N 1.654 0.593 0.576
C 1.334 -0.174 1.727
C 0.938 -1.527 1.151
O 0.336 -1.456 -0.141
H -1.305 -0.092 -2.811
H -2.481 -0.360 -1.445
H -2.407 1.167 -2.403
H -1.096 1.416 -0.039
H -0.462 1.946 -1.606
H 2.555 0.966 0.349
H 0.477 0.247 2.237
H 2.168 -0.468 2.396
H 1.931 -1.997 0.926
H 0.372 -2.180 1.840
*
```

***

Record 6
The following is a DFT calculation (wB97M-V/def2-TZVPD) of the molecule C17H15NO3S.

Computed properties:
Energy relative to the best compared isomer or geometry (same formula, charge and spin), eV: 15.361
HOMO energy, eV: -8.319
M, g mol⁻¹: 313.4
Structure (SMILES): COc1ccc(/C=C(/C#N)S(=O)(=O)c2ccc(C)cc2)cc1
Lowest unoccupied orbital energy, eV: -0.5
Gap between HOMO and LUMO, eV: 7.8

```
! wB97M-V def2-TZVPD RIJCOSX def2/J DEFGRID3
* xyz 0 1
C 2.133 -4.678 3.284
O 3.042 -3.630 2.543
C 2.592 -2.849 1.743
C 1.363 -2.724 1.457
C 0.863 -2.040 0.424
C 1.694 -1.240 -0.111
C 1.634 -0.189 -1.355
C 0.372 0.420 -1.669
C 0.339 1.280 -2.885
N 0.518 2.241 -3.542
S -1.507 -0.086 -1.411
O -2.242 0.346 -2.534
O -1.758 -1.287 -0.754
C -1.692 1.461 -0.438
C -2.231 2.483 -0.797
C -2.201 3.656 0.140
C -2.015 3.268 1.419
C -2.174 4.673 2.597
C -1.528 2.174 1.802
C -1.455 1.022 1.000
C 3.245 -1.109 0.150
C 3.641 -2.028 1.133
H 2.757 -5.096 3.969
H 1.778 -5.404 2.364
H 1.547 -4.036 3.813
H 0.553 -3.559 1.792
H -0.130 -1.966 0.126
H 2.337 0.332 -1.750
H -2.293 2.747 -1.781
H -2.615 4.601 -0.333
H -1.635 4.414 3.209
H -1.769 5.411 2.068
H -3.285 4.788 2.635
H -1.284 2.169 2.902
H -0.782 0.322 1.179
H 3.909 -0.602 -0.444
H 4.533 -2.030 1.512
*
```

***

Record 7
The following is a DFT calculation (wB97M-V/def2-TZVPD) of a structure of composition C25H40Cl4N3O3SiTl.

Computed properties:
Energy relative to the best compared isomer or geometry (same formula, charge and spin), eV: 0.000
HOMO energy, eV: -8.802
M, g mol⁻¹: 804.9
Lowest unoccupied orbital energy, eV: -2.7
Gap between HOMO and LUMO, eV: 6.1

```
! wB97M-V def2-TZVPD RIJCOSX def2/J DEFGRID3
* xyz 0 1
C 2.729 -2.683 -2.674
C 2.132 -1.781 -3.704
H 2.395 -3.714 -2.863
H 2.450 -2.398 -1.650
H 3.834 -2.656 -2.731
C 2.036 -2.195 -4.986
C 2.349 -3.584 -5.420
H 1.759 -1.500 -5.775
H 1.873 -4.330 -4.761
H 3.431 -3.807 -5.431
H 1.952 -3.737 -6.430
Tl 2.280 -0.014 1.929
Cl 3.206 1.709 3.435
Cl 3.578 -1.555 0.490
C 0.252 3.021 2.652
O -0.053 1.859 2.906
N -0.576 3.903 2.015
C -1.894 3.406 1.620
C 0.017 4.881 1.122
H 1.245 3.422 2.930
H -2.272 2.733 2.393
H -1.841 2.882 0.660
H -2.555 4.269 1.501
H 0.997 5.173 1.515
H -0.635 5.755 1.050
H 0.148 4.472 0.110
H -0.025 -4.677 3.214
H -0.206 -3.302 1.062
C -1.107 -4.855 3.155
C -1.236 -3.677 1.018
N -1.743 -3.815 2.371
H -1.541 -4.871 4.165
C -2.383 -2.781 2.982
O -2.727 -1.736 2.447
H -1.858 -2.985 0.449
H -2.585 -2.974 4.058
H -1.269 -5.828 2.676
H -1.235 -4.660 0.542
O 0.952 -0.465 -2.089
C 1.773 -0.384 -3.260
C 0.081 0.242 -5.065
C 1.246 0.533 -4.356
H -0.476 -0.653 -4.819
C -0.326 1.084 -6.108
H 2.743 -0.002 -2.909
C 2.025 1.640 -4.705
H -1.242 0.839 -6.645
C 0.466 2.172 -6.480
C 1.659 2.426 -5.792
H 2.941 1.825 -4.134
H 0.179 2.773 -7.353
H 2.339 3.218 -6.133
Si -0.378 0.356 -1.453
Cl 0.430 -1.444 2.830
C -1.936 -0.138 -2.330
C -0.145 2.197 -1.731
C -0.551 -0.018 0.334
H -2.037 0.306 -3.327
H -2.777 0.214 -1.713
H -2.011 -1.227 -2.440
H 0.040 -0.915 0.575
H -1.567 -0.243 0.693
H -0.195 0.816 0.954
H -0.006 2.417 -2.803
H 0.736 2.587 -1.196
H -1.043 2.750 -1.398
Cl -1.480 3.795 7.141
C -1.279 2.112 6.919
C -2.037 1.180 7.638
C -1.847 -0.178 7.377
C -0.897 -0.539 6.400
N -0.202 0.361 5.732
C -0.381 1.652 5.922
H -2.770 1.540 8.353
H -2.414 -0.963 7.871
H -0.708 -1.590 6.157
H 0.172 2.352 5.303
*
```

***

| no. | calculated total energy (eV) |
| --- | --- |
| 1 | -7233.462 |
| 2 | -433029.551 |
| 3 | -14487.386 |
| 4 | -7660.753 |
| 5 | -27972.491 |
| 6 | -36325.314 |
| 7 | -99849.745 |